Entry from the Open Molecules 2025 dataset: a 11-piece molecular cluster, C5H33N2O10 overall in a non-equilibrium geometry (the ωB97M-V functional and the def2-TZVPD basis).

Each atom is followed by the atoms it is bonded to, with distances in Å.
Geometry (Å):
1 C 1.19696 -0.37377 3.16625  C2 1.522, H8 1.106, H9 1.100, H10 1.101
2 C 0.81532 0.55706 2.02401  C1 1.522, C3 1.511, N7 1.590, H11 1.089
3 C -0.20533 -0.11254 1.13361  C2 1.511, C4 1.523, H12 1.090, H13 1.114
4 C -0.96721 0.59807 0.02322  C3 1.523, C5 1.334, N6 1.364
5 C -0.52895 0.51666 -1.23455  C4 1.334, H14 1.056, H15 1.094
6 N -2.14306 1.17954 0.39723  C4 1.364, H16 1.016, H17 1.011
7 N 2.01606 0.71484 0.99416  C2 1.590, H18 1.019, H19 1.029, H20 1.014
8 H 1.37848 -1.44318 2.95219  C1 1.106
9 H 2.03430 -0.13976 3.84028  C1 1.100
10 H 0.33706 -0.41238 3.85249  C1 1.101
11 H 0.59977 1.57294 2.35083  C2 1.089
12 H -0.96272 -0.50282 1.81395  C3 1.090
13 H 0.05942 -1.08717 0.66338  C3 1.114
14 H 0.43517 0.19614 -1.52148  C5 1.056
15 H -1.10311 0.67395 -2.15215  C5 1.094
16 H -2.57138 1.09771 1.31488  N6 1.016
17 H -2.82283 1.28604 -0.34327  N6 1.011
18 H 2.59881 1.54182 1.11948  N7 1.019
19 H 1.60090 0.97861 0.09077  N7 1.029
20 H 2.32732 -0.24501 1.09131  N7 1.014
21 H 0.75485 2.72422 -1.57086  O23 0.968
22 H 1.52405 3.64564 -0.62135  O23 0.964
23 O 1.50091 2.74176 -0.95487  H21 0.968, H22 0.964
24 H -0.37419 2.96687 0.75640  O26 0.965
25 H -0.06296 4.12908 1.78506  O26 0.961
26 O 0.31592 3.42332 1.25366  H24 0.965, H25 0.961
27 H -1.75750 -1.42997 -2.45409  O29 0.963
28 H -2.92844 -2.39684 -2.98354  O29 0.957
29 O -2.36742 -2.14687 -2.25005  H27 0.963, H28 0.957
30 H 0.74174 -0.62724 -3.44022  O32 0.953
31 H 1.03661 -0.90078 -4.97548  O32 0.961
32 O 0.97667 -1.27966 -4.09446  H30 0.953, H31 0.961
33 H 3.30558 -2.51452 -2.53014  O35 0.954
34 H 1.86301 -2.98044 -2.99451  O35 0.962
35 O 2.50435 -2.96753 -2.27769  H33 0.954, H34 0.962
36 H 1.63945 1.42378 -2.58293  O38 0.958
37 H 1.95517 2.46560 -3.65749  O38 0.962
38 O 1.28764 1.83384 -3.37416  H36 0.958, H37 0.962
39 H 3.25093 -2.21702 -0.22826  O41 0.970
40 H 4.14366 -1.21736 -0.93262  O41 0.960
41 O 3.62997 -1.32997 -0.12978  H39 0.970, H40 0.960
42 H -2.55215 -2.06965 1.89501  O44 0.989
43 H -1.66999 -2.21479 3.09207  O44 0.968
44 O -2.59353 -2.01544 2.88215  H42 0.989, H43 0.968
45 H -3.95114 -1.90802 0.34696  O47 0.974
46 H -2.87793 -1.69207 -0.57425  O47 0.987
47 O -3.16285 -1.33812 0.30220  H45 0.974, H46 0.987
48 H -3.46164 0.61869 3.76208  O50 0.961
49 H -2.25661 -0.27801 3.45322  O50 0.979
50 O -2.51150 0.65244 3.61987  H48 0.961, H49 0.979

Calculated values
Net charge = +1
HOMO energy = -0.4237 hartree
Orbital gap = 9.09 eV
Relative energy (zero: lowest compared OMol25 entry of this formula, charge and spin) = 315.7 kJ/mol

---

Entry from the Open Molecules 2025 dataset: a 11-piece molecular cluster, C5H33N2O11 overall in a non-equilibrium geometry (the ωB97M-V functional and the def2-TZVPD basis).

Each atom is followed by the atoms it is bonded to, with distances in Å.
Geometry (Å):
1 C -3.27369 1.15235 -0.34812  O2 1.391, C3 1.515, H9 1.158, H10 1.149
2 O -3.76362 0.13173 -1.15674  C1 1.391, H11 0.981
3 C -1.97948 0.72245 0.31113  C1 1.515, C4 1.513, N8 1.618, H12 1.054
4 C -1.25031 1.60045 1.30515  C3 1.513, C5 1.514, H13 1.097, H14 1.224
5 C -0.09716 2.31282 0.63057  C4 1.514, C6 1.390, H15 1.042
6 C 0.86908 2.95628 1.39442  C5 1.390, N7 1.409, H16 1.059
7 N 1.65663 3.79253 0.57811  C6 1.409, H17 1.144, H18 0.929
8 N -2.26644 -0.65299 1.11246  C3 1.618, H19 0.970, H20 1.147, H21 0.991
9 H -3.18764 2.22419 -0.77794  C1 1.158
10 H -4.06729 1.30087 0.46998  C1 1.149
11 H -3.69994 0.42388 -2.09119  O2 0.981
12 H -1.29650 0.38559 -0.41722  C3 1.054
13 H -0.87238 0.95039 2.10440  C4 1.097
14 H -1.94923 2.53432 1.67569  C4 1.224
15 H -0.06576 2.21200 -0.40657  C5 1.042
16 H 1.03210 2.97426 2.44100  C6 1.059
17 H 1.65407 3.48821 -0.52502  N7 1.144
18 H 2.39779 4.21429 0.94775  N7 0.929
19 H -3.03947 -0.55495 1.69038  N8 0.970
20 H -1.43821 -0.76483 1.89757  N8 1.147
21 H -2.36232 -1.42841 0.50332  N8 0.991
22 H -0.40082 -3.28577 1.73252  O24 0.999
23 H -1.83262 -3.97661 1.77334  O24 1.001
24 O -1.37954 -3.08469 1.73042  H22 0.999, H23 1.001
25 H 1.83343 -2.11152 -1.70433  O27 1.049
26 H 3.47493 -2.09356 -2.07005  O27 0.930
27 O 2.60960 -2.10393 -2.40933  H25 1.049, H26 0.930
28 H 3.14753 0.14446 -4.87476  O30 0.802
29 H 2.71297 -0.94890 -4.02701  O30 0.911
30 O 2.72684 -0.05963 -4.22289  H28 0.802, H29 0.911
31 H -0.53950 -2.38199 4.40906  O33 1.055
32 H -1.33904 -1.27583 5.15574  O33 0.958
33 O -1.01012 -1.44718 4.27246  H31 1.055, H32 0.958
34 H -0.52386 4.92800 -0.58888  O36 1.055
35 H -2.05388 4.51306 -0.25390  O36 0.895
36 O -1.54594 5.18681 -0.55154  H34 1.055, H35 0.895
37 H 1.86828 0.22153 -2.13130  O39 0.951
38 H 0.30823 0.34370 -1.57241  O39 1.091
39 O 1.37240 0.41257 -1.34284  H37 0.951, H38 1.091
40 H 1.22638 -1.10028 1.17461  O42 0.957
41 H 0.46767 0.03845 0.40633  O42 0.943
42 O 0.40369 -0.62003 1.07798  H40 0.957, H41 0.943
43 H 2.20289 -4.61798 2.00417  O45 0.983
44 H 1.23990 -4.84577 0.80593  O45 0.940
45 O 1.27947 -4.51158 1.68390  H43 0.983, H44 0.940
46 H -0.35602 -0.49414 -5.52350  O48 0.952
47 H 0.49648 -0.96324 -4.34529  O48 0.969
48 O -0.39443 -1.00820 -4.72281  H46 0.952, H47 0.969
49 H 4.02339 -0.97498 0.61484  O51 0.972
50 H 3.63742 -2.19500 1.44730  O51 0.953
51 O 3.34405 -1.66318 0.71312  H49 0.972, H50 0.953

Calculated values
Net charge = +1
HOMO energy = -0.3859 hartree
Orbital gap = 7.94 eV
Relative energy (zero: lowest compared OMol25 entry of this formula, charge and spin) = 676.6 kJ/mol

---

Entry from the Open Molecules 2025 dataset: a 13-piece molecular cluster, C5H33N2O12 overall in a non-equilibrium geometry (the ωB97M-V functional and the def2-TZVPD basis).

Each atom is followed by the atoms it is bonded to, with distances in Å.
Geometry (Å):
1 C -0.75740 -1.00348 -1.16741  C2 1.538, H8 1.079, H9 1.171, H10 1.076
2 C 0.00278 -0.00657 -0.27588  C1 1.538, C3 1.442, H11 1.209, H12 1.094
3 C -0.69934 1.23300 -0.05270  C2 1.442, C4 1.427, N7 1.454
4 C -2.11522 1.40766 -0.00996  C3 1.427, N5 1.380, H13 1.096
5 N -2.43789 2.71549 0.29029  C4 1.380, C6 1.383, H14 0.997
6 C -1.23508 3.38676 0.40933  N5 1.383, N7 1.327, H15 1.205
7 N -0.21215 2.59103 0.12574  C3 1.454, C6 1.327, H16 1.125
8 H -0.38977 -2.01772 -1.14099  C1 1.079
9 H -0.75861 -0.78817 -2.31798  C1 1.171
10 H -1.79379 -1.17229 -0.93346  C1 1.076
11 H 1.00187 0.31353 -0.87594  C2 1.209
12 H 0.35842 -0.52355 0.62079  C2 1.094
13 H -2.91712 0.70323 -0.25822  C4 1.096
14 H -3.35242 3.06185 0.48529  N5 0.997
15 H -0.97927 4.53522 0.66860  C6 1.205
16 H 0.89453 2.75403 0.24685  N7 1.125
17 H -3.79332 -0.76914 -1.47794  O19 0.977
18 H -4.37680 0.36303 -2.46218  O19 0.961
19 O -3.69628 -0.30293 -2.33150  H17 0.977, H18 0.961
20 H 2.83387 2.71524 -1.00871  O22 0.929
21 H 2.81039 3.04455 0.66958  O22 1.027
22 O 2.42488 3.11986 -0.27910  H20 0.929, H21 1.027
23 H -1.53352 1.43683 -3.92551  O25 0.964
24 H -2.45793 0.85294 -2.66682  O25 0.983
25 O -1.64904 1.31883 -2.97532  H23 0.964, H24 0.983
26 H 5.15641 0.09549 -1.13369  O28 0.935
27 H 4.09503 0.03051 -2.27703  O28 0.981
28 O 4.25761 -0.08536 -1.31682  H26 0.935, H27 0.981
29 H 2.18005 -2.88379 0.25932  O31 0.974
30 H 2.58162 -4.09563 1.04908  O31 0.937
31 O 1.97514 -3.38132 1.07137  H29 0.974, H30 0.937
32 H -1.93895 -0.55591 3.88047  O34 0.959
33 H -2.26363 -1.74828 3.12337  O34 0.995
34 O -2.56832 -0.80476 3.20166  H32 0.959, H33 0.995
35 H 1.81155 0.51667 2.17140  O37 0.992
36 H 3.23713 0.77714 1.72417  O37 1.011
37 O 2.34039 1.24322 1.75217  H35 0.992, H36 1.011
38 H 2.52552 -2.06408 2.13473  O40 0.997
39 H 3.67817 -1.50963 3.12869  O40 0.954
40 O 2.99575 -1.26789 2.50734  H38 0.997, H39 0.954
41 H 1.80300 -1.45717 -1.13346  O43 1.030
42 H 3.34870 -1.59166 -1.20653  O43 0.956
43 O 2.56798 -2.14369 -1.20437  H41 1.030, H42 0.956
44 H -3.39193 0.04473 2.03323  O46 1.043
45 H -4.94373 -0.37873 1.63535  O46 1.038
46 O -4.11438 0.14053 1.28750  H44 1.043, H45 1.038
47 H -1.02744 -3.74435 2.97270  O49 1.008
48 H -0.32322 -2.74522 1.95819  O49 0.959
49 O -1.10604 -2.85699 2.50123  H47 1.008, H48 0.959
50 H 1.08191 0.21640 -3.72024  O52 0.945
51 H -0.04884 0.64226 -2.86578  O52 0.968
52 O 0.91872 0.63828 -2.89091  H50 0.945, H51 0.968

Calculated values
Net charge = +1
HOMO energy = -0.4377 hartree
Orbital gap = 9.74 eV
Relative energy (zero: lowest compared OMol25 entry of this formula, charge and spin) = 307.7 kJ/mol

---

- The highest orbital gap belongs to which entry?
  C5H33N2O12